(A)
This record from OMol25 describes 13 unconnected molecules or ions with the total composition C5H37NO13. The level of theory is ωB97M-V with the def2-TZVPD basis set.

Values from the calculation:
**Orbital gap**: 0.34644 Ha
**LUMO level**: -0.0025 Eh

```
! wB97M-V def2-TZVPD RIJCOSX def2/J DEFGRID3
* xyz 0 1
C -0.0307 -0.9811 -1.9167
O -1.4336 -1.1267 -1.5646
C 0.4059 0.4082 -1.3725
C 1.6695 0.9263 -2.0734
C 2.8338 -0.0995 -2.0408
C 1.3912 1.3385 -3.5208
N 0.5628 0.5015 0.0640
H -0.0818 -1.0055 -3.0106
H 0.6030 -1.7159 -1.4242
H -1.7399 -2.0649 -1.6876
H -0.4677 1.0011 -1.6619
H 1.9932 1.8125 -1.5135
H 2.9849 -0.7552 -1.1894
H 3.7496 0.3941 -2.3707
H 2.6479 -0.7261 -2.9053
H 0.5176 1.9991 -3.4884
H 0.9651 0.5456 -4.1420
H 2.2336 1.8583 -3.9703
H -0.2210 0.1378 0.5798
H 1.4735 0.1929 0.3574
H -3.3012 1.1622 -1.8464
H -2.2440 0.4859 -0.9487
O -2.8576 1.2314 -0.9962
H 3.1425 2.6892 0.5691
H 4.5662 3.1077 0.3670
O 3.6737 3.3796 0.1506
H -2.6583 3.1221 2.9703
H -1.8200 2.6895 1.7906
O -2.7229 2.6088 2.1564
H 1.0817 3.5904 0.7380
H 0.8353 2.0440 0.7936
O 0.6134 2.9008 1.2071
H -0.3785 -3.3705 1.3970
H 1.1661 -3.4720 1.1465
O 0.3397 -3.0565 0.8509
H -1.0781 -1.2235 2.4814
H -0.5282 -0.9242 3.9771
O -0.3322 -0.9167 3.0466
H 0.8347 0.6101 3.2651
H 1.1074 2.0043 2.6839
O 1.5068 1.2985 3.2205
H 0.2984 -4.3246 -1.1442
H 1.2879 -4.1042 -2.2167
O 0.3507 -4.3252 -2.1147
H 3.7164 1.3329 2.7216
H 3.1965 0.4849 1.6478
O 3.7019 1.2781 1.7603
H -2.7112 -3.9251 -1.0568
H -1.6296 -4.2533 -2.0471
O -2.3134 -3.6001 -1.8598
H -3.7313 1.1571 1.9517
H -4.9192 0.7466 1.2112
O -4.1808 0.3274 1.6706
H -1.7818 -1.1911 0.2864
H -2.9099 -1.0475 1.3011
O -2.1060 -1.5715 1.1420
*
```

natural (NBO) atomic charge list, values in e, 5 entries: number 1, C, carries -0.0868; number 2, O, carries -0.8215; number 3, C, carries -0.0676; number 4, C, carries -0.2100; number 5, C, carries -0.6343

=====

(B)
This record from OMol25 describes 14 unconnected molecules or ions with the total composition C5H37NO13. The level of theory is ωB97M-V with the def2-TZVPD basis set.

Values from the calculation:
**Orbital gap**: 0.34523 Ha
**LUMO level**: 0.0024 Eh

```
! wB97M-V def2-TZVPD RIJCOSX def2/J DEFGRID3
* xyz 0 1
N -0.0135 -1.2496 1.0387
C 1.2001 -0.5389 1.5021
C 1.4703 -1.1146 2.9234
C 0.1859 -1.7558 3.3941
C -0.7717 -1.8379 2.1820
C -2.1320 -1.1445 2.3004
H 0.1658 -1.9457 0.3458
H 2.0515 -0.9031 0.9355
H 0.9954 0.5252 1.4784
H 1.8619 -0.2264 3.4247
H 2.2659 -1.8600 2.9203
H -0.1714 -1.2647 4.3028
H 0.3083 -2.7891 3.7261
H -0.9806 -2.8886 1.9633
H -2.5887 -1.3313 3.2748
H -2.8223 -1.6249 1.5974
H -2.1146 -0.0931 2.0317
H -0.7295 0.0066 -0.2930
H -1.0489 0.7280 -1.5164
O -1.4843 0.5115 -0.6749
H 1.6059 -0.7289 -3.7638
H 1.7855 0.4438 -4.9399
O 1.5353 0.1869 -4.0534
H 1.8938 4.1220 1.6007
H 0.9282 4.5176 2.7785
O 1.7832 4.6849 2.3748
H 1.4280 -3.1121 -1.6097
H 2.6983 -3.9553 -1.6956
O 2.3769 -3.0492 -1.7645
H -1.2900 4.4107 0.6705
H -1.6212 4.1910 2.1431
O -1.0970 4.7369 1.5504
H -2.6352 2.7577 0.2563
H -2.0118 1.6104 0.5518
O -2.3378 2.3683 1.1053
H -0.8094 -0.7413 -3.1506
H -0.4949 -1.8215 -2.1132
O -0.0743 -1.1082 -2.6314
H 2.5201 2.8634 3.2658
H 3.4422 2.2310 4.3231
O 3.0827 2.0975 3.4392
H 0.5203 3.0426 -2.8017
H 1.0379 1.6588 -3.0433
O 0.2376 2.1232 -2.7155
H -4.8449 -1.5197 -2.1035
H -4.8591 -2.9213 -1.3795
O -4.3990 -2.0842 -1.4674
H -1.1251 -2.7664 -0.3245
H -2.2033 -3.0820 -1.3595
O -1.2472 -3.0978 -1.2228
H -2.5414 0.1487 -2.2433
H -2.0699 1.1731 -3.3959
O -2.6773 0.4689 -3.1490
H 4.7752 -1.1490 -2.0277
H 4.0671 -2.2349 -1.0927
O 4.8124 -1.6347 -1.1996
*
```

natural (NBO) atomic charge list, values in e, 5 entries: number 1, N, carries -0.6773; number 2, C, carries -0.2221; number 3, C, carries -0.4319; number 4, C, carries -0.4337; number 5, C, carries -0.0446

=====

Computed stability ranking, most favorable first: (A), (B)

=====

(A)
This record from OMol25 describes a molecular structure, C20H23MgPSe2. The level of theory is ωB97M-V with the def2-TZVPD basis set.

Values from the calculation:
**Orbital gap (spin up / spin down)**: 0.14897 / 0.14852 Ha
**LUMO level (spin up / spin down)**: -0.0132 / -0.0131 Eh

```
! wB97M-V def2-TZVPD RIJCOSX def2/J DEFGRID3
* xyz 0 1
C 0.2028 1.0626 -1.7266
C -2.7075 0.9783 -2.2220
C -0.2196 -0.0921 -2.6606
H 1.2947 1.0833 -1.6444
C -2.8138 0.4683 -3.5312
H -3.5177 0.7548 -1.5119
H 0.3529 -1.0148 -2.4772
H -3.7726 0.1098 -3.9254
C -0.3301 0.2765 -4.1350
H -0.1199 -0.6393 -4.7098
H 0.4333 1.0123 -4.4327
C -0.4816 2.3634 -2.0981
H -0.2034 2.6385 -3.1268
H -0.1001 3.1667 -1.4517
C -2.0166 2.3109 -1.9464
H -2.4408 3.0809 -2.6091
H -2.2762 2.6174 -0.9227
C -1.7481 0.8041 -4.5654
H -1.6793 1.8873 -4.7720
H -2.0199 0.3231 -5.5195
Mg -2.0440 -0.9126 -2.3359
H 1.4460 2.1738 -0.5205
Se 2.2490 1.7571 0.7361
P 0.8182 0.0884 1.2741
Se -0.8750 0.2945 -0.1790
C 1.5442 -1.5713 1.1591
C 1.2250 -2.5448 2.1295
C 1.7389 -3.8379 2.0013
C 2.5405 -4.1731 0.9039
C 2.8383 -3.2111 -0.0700
C 2.3468 -1.9097 0.0547
C 0.3281 0.3900 2.9867
C -1.0258 0.4533 3.3605
C -1.3586 0.6794 4.6995
C -0.3540 0.8594 5.6566
C 0.9942 0.8058 5.2813
C 1.3411 0.5699 3.9507
H 0.5868 -2.2838 2.9767
H 1.5100 -4.5848 2.7626
H 2.9319 -5.1866 0.8048
H 3.4555 -3.4766 -0.9290
H 2.5873 -1.1467 -0.6895
H -1.8043 0.3282 2.6036
H -2.4079 0.7176 4.9948
H -0.6198 1.0450 6.6985
H 1.7792 0.9467 6.0250
H 2.3915 0.5381 3.6524
*
```

natural (NBO) atomic charge list, values in e, 5 entries: number 1, C, carries -0.3008; number 2, C, carries -0.6482; number 3, C, carries -0.8328; number 4, H, carries 0.2007; number 5, C, carries -0.6253

=====

(B)
This record from OMol25 describes a molecular structure, C20H23MgPSe2. The level of theory is ωB97M-V with the def2-TZVPD basis set.

Values from the calculation:
**Orbital gap (spin up / spin down)**: 0.14293 / 0.13928 Ha
**LUMO level (spin up / spin down)**: -0.0168 / -0.0169 Eh

```
! wB97M-V def2-TZVPD RIJCOSX def2/J DEFGRID3
* xyz 0 1
C 1.3775 -1.2287 -1.1463
C 1.8277 1.0943 -2.9188
C 0.5337 -1.3390 -2.3961
H 1.2786 -2.1337 -0.5359
C 1.5058 0.5947 -4.1873
H 1.5944 2.1477 -2.7004
H -0.4611 -1.7555 -2.1946
H 1.2318 1.2612 -5.0167
C 1.2220 -1.9022 -3.6243
H 0.4489 -2.4534 -4.1812
H 2.0092 -2.6321 -3.3682
C 2.8174 -0.8223 -1.4083
H 3.3064 -1.5946 -2.0171
H 3.3412 -0.8051 -0.4365
C 2.9830 0.5613 -2.0817
H 3.8971 0.5318 -2.6954
H 3.1825 1.2970 -1.2825
C 1.8418 -0.8317 -4.5969
H 2.9298 -1.0075 -4.6920
H 1.4101 -0.9983 -5.5992
Mg -0.1230 0.5171 -2.9833
H 1.5644 -2.0803 0.9506
Se 0.3112 -2.3489 1.8095
P -0.5066 -0.2709 1.4270
Se 0.5496 0.4972 -0.4005
C -2.2806 -0.0946 1.0850
C -3.0665 0.7887 1.8601
C -4.4050 0.9997 1.5258
C -4.9656 0.3467 0.4183
C -4.1793 -0.5056 -0.3646
C -2.8409 -0.7325 -0.0349
C -0.1658 0.5543 3.0028
C 0.5087 1.7880 3.0172
C 0.8178 2.3858 4.2425
C 0.4774 1.7545 5.4477
C -0.2170 0.5376 5.4278
C -0.5508 -0.0623 4.2108
H -2.6211 1.3004 2.7181
H -5.0066 1.6706 2.1371
H -6.0144 0.5091 0.1699
H -4.6125 -0.9978 -1.2399
H -2.2234 -1.4043 -0.6341
H 0.7770 2.2591 2.0695
H 1.3358 3.3457 4.2509
H 0.7502 2.2147 6.3998
H -0.5076 0.0591 6.3657
H -1.0828 -1.0146 4.2007
*
```

natural (NBO) atomic charge list, values in e, 5 entries: number 1, C, carries -0.2219; number 2, C, carries -0.6002; number 3, C, carries -0.8526; number 4, H, carries 0.1863; number 5, C, carries -0.5856

=====

Computed stability ranking, most favorable first: (B), (A)